The following is a DFT calculation (ωB97M-V with the def2-TZVPD basis set) of C47H47AsF10N6O2SSn as an isolated structure.

Properties
Calculated total energy, eV: -167213.2697
Strongest force on any atom, eV Å⁻¹: 1.45
Total charge: -2

Element x y z (Å)
Sn -0.87 -0.24 -0.21
As 1.46 2.40 0.16
S -2.43 0.54 4.84
F 1.03 -2.63 -5.08
F 2.08 -0.25 -1.00
F 5.49 -2.13 -3.69
F 4.65 -0.69 -1.46
F -2.61 0.89 -6.02
F 3.58 -3.03 -5.44
F 0.49 4.36 -6.77
F 0.48 4.96 -4.07
F -1.15 2.33 -7.65
F -0.99 3.58 -2.34
O -0.75 -3.76 -0.25
O 1.54 0.16 2.57
N -2.81 -1.29 -1.57
N 0.98 -0.81 1.70
N 0.09 -1.31 -2.54
N -2.44 1.41 -3.06
N -1.83 -0.65 2.61
N -0.15 -2.77 0.31
C -1.07 -3.18 5.76
C 3.31 7.54 -0.28
C -1.26 -6.07 4.78
C -1.55 -1.54 3.59
C -3.36 3.70 0.63
C -0.23 -5.04 4.29
C -3.28 2.70 2.79
C -2.74 2.59 0.08
C -1.07 2.59 -6.32
C 2.40 -1.00 -2.09
C -3.82 -0.40 -2.14
C 2.59 5.83 1.24
C 0.10 -5.35 2.83
C -3.46 -2.06 -0.52
C 3.73 -1.20 -2.33
C -0.25 3.63 -5.89
C 1.72 -1.81 1.38
C 3.14 -1.97 1.84
C 1.97 -4.01 0.11
C 3.36 2.64 0.69
C 0.76 4.23 0.65
C 1.07 -5.15 5.10
C 2.37 7.09 -1.20
C 1.85 -2.16 -4.09
C -0.80 -3.64 4.47
C -1.81 -1.09 4.90
C -1.00 3.18 -3.65
C -3.44 0.42 -3.37
C 1.63 5.37 0.34
C -2.64 1.58 2.23
C 1.13 -2.85 0.57
C 3.19 -2.36 -4.32
C -2.34 1.49 0.85
C -2.20 -2.22 -2.51
C -2.28 0.47 3.05
C -1.83 1.85 -5.44
C -1.82 2.05 -4.01
C 1.54 6.02 -0.90
C -1.58 -1.91 5.98
C 4.17 -1.90 -3.45
C -1.05 -2.82 3.38
C 1.33 -1.50 -2.91
C -3.63 3.76 1.99
C 1.79 2.60 -1.76
C 3.41 6.90 0.95
C -1.02 -1.72 -3.35
C -0.25 3.92 -4.53
H 2.56 -3.73 -0.76
H 2.74 2.14 -2.01
H -3.50 2.70 3.85
H 3.46 2.72 1.77
H -1.79 -1.57 6.99
H 0.53 4.20 1.72
H -3.64 4.53 -0.01
H 3.79 -2.08 0.97
H -1.81 -3.05 -1.92
H -2.18 -5.95 4.22
H 0.81 0.79 2.66
H 1.58 -6.09 4.87
H 3.89 1.76 0.35
H -2.97 -2.61 -3.20
H -2.73 -2.73 -0.07
H -2.55 2.55 -0.98
H -3.85 -1.39 0.25
H -4.11 4.63 2.42
H -4.70 -1.00 -2.42
H -0.89 -3.82 6.61
H 1.28 -4.80 -0.21
H 0.50 -6.36 2.75
H 2.67 5.35 2.21
H 4.13 7.25 1.68
H 0.84 -4.65 2.46
H -0.87 -3.09 2.36
H 1.00 2.08 -2.30
H -1.31 -0.88 -3.99
H -4.36 0.94 -3.69
H -4.10 0.30 -1.35
H 0.88 -5.12 6.17
H 2.63 -4.40 0.88
H -0.89 -7.08 4.62
H 0.80 5.71 -1.61
H 3.94 8.39 -0.51
H -1.48 -5.94 5.84
H -0.78 -5.27 2.20
H 2.28 7.58 -2.16
H 1.81 3.65 -2.07
H -0.78 -2.56 -4.00
H -3.18 -0.26 -4.19
H 3.43 -1.08 2.40
H -4.29 -2.66 -0.92
H -0.19 4.29 0.12
H 1.73 -4.33 4.85
H 3.25 -2.84 2.47
H 3.79 3.53 0.22

---

The following is a DFT calculation (ωB97M-V with the def2-TZVPD basis set) of C47H47CeCl4N3O7S3Si as an isolated structure.

Properties
Calculated total energy, eV: -171705.3466
Strongest force on any atom, eV Å⁻¹: 4.01
Total charge: 0

Element x y z (Å)
Ce -0.16 -0.25 -0.24
Cl 6.17 0.76 -1.89
Cl -5.27 0.51 -1.64
Cl 3.69 1.10 -3.42
Cl -7.15 1.17 3.29
S -2.37 -3.68 0.23
S 1.42 -2.50 -2.76
S -1.52 1.09 -4.93
Si -0.53 3.64 -0.70
O -2.59 0.05 -0.25
O 1.35 -1.49 -1.62
O 2.17 0.59 0.17
O -1.03 0.54 1.92
O -0.30 2.09 -0.85
O 1.39 -1.27 1.55
O -1.15 -2.68 0.11
N -0.99 -0.41 -2.64
N 2.39 -0.54 1.96
N 2.78 0.51 1.28
C -0.69 4.70 -2.33
C -2.64 -4.38 -1.51
C -3.41 0.44 1.99
C -2.49 -3.35 -2.63
C 4.18 -1.51 5.60
C 2.95 -0.83 3.22
C 4.55 -0.33 4.95
C -0.59 -5.57 1.43
C 2.24 3.80 0.17
C 0.88 5.65 0.80
C -0.37 -6.81 1.98
C -1.86 -5.28 0.85
C 4.63 -5.04 -2.81
C 3.12 -2.33 5.08
C -5.98 0.58 0.92
C 3.24 5.66 1.44
C -4.53 0.64 2.85
C 0.06 -3.67 -2.56
C -4.04 4.72 2.15
C 4.02 -0.06 3.68
C -0.86 6.19 -2.14
C 3.47 -4.31 -3.13
C -1.79 4.15 -3.17
C -1.96 4.20 0.40
C -3.58 0.27 0.55
C -1.22 0.29 -3.56
C 3.15 -3.72 -0.82
C 2.80 -3.59 -2.17
C -1.20 -3.54 -3.44
C 2.51 -1.98 3.91
C 0.71 4.51 -3.02
C 1.98 6.22 1.43
C -2.09 0.57 2.56
C -3.17 4.71 -0.08
C -5.81 0.71 2.31
C 3.35 4.38 0.84
C -2.84 -6.26 0.87
C -4.21 4.95 0.79
C 1.00 4.43 0.14
C 5.42 1.54 -3.24
C 5.10 -4.91 -1.51
C -1.37 -7.84 1.92
C 4.36 -4.29 -0.51
C -4.91 0.44 0.05
C -1.80 4.10 1.79
C -2.84 4.33 2.67
C -2.56 -7.53 1.32
H -1.70 6.48 -1.55
H -3.33 -8.29 1.23
H -2.05 0.81 3.63
H -1.16 -8.86 2.32
H -1.87 4.82 -4.06
H 0.22 -4.79 1.43
H -2.77 4.21 -2.68
H -3.71 -4.57 -1.46
H 1.03 3.46 -2.92
H 5.90 1.24 -4.19
H -3.29 -3.45 -3.39
H 0.62 4.71 -4.09
H 5.21 0.39 5.42
H -0.03 6.24 0.81
H -2.49 -2.33 -2.23
H 2.33 2.85 -0.39
H 5.16 -5.52 -3.64
H -4.38 0.70 3.94
H -0.22 -3.59 -1.46
H 2.68 -3.13 5.63
H 1.46 5.17 -2.59
H -5.21 5.29 0.47
H -1.12 -2.59 -3.97
H 0.03 6.72 -1.71
H 1.86 7.20 1.93
H 1.66 -2.52 3.49
H 4.63 -1.77 6.54
H 0.56 -6.92 2.48
H -0.87 3.78 2.27
H 2.51 -3.39 0.00
H 3.09 -4.31 -4.15
H 4.10 6.24 1.79
H -0.99 6.62 -3.15
H -2.65 4.17 3.72
H -1.68 3.12 -3.55
H -6.98 0.61 0.60
H 0.52 -4.63 -2.72
H 4.47 0.69 3.02
H -2.07 -5.31 -1.66
H -3.26 4.88 -1.15
H -3.85 -6.07 0.57
H 4.28 3.81 0.92
H -4.87 4.86 2.83
H 4.69 -4.30 0.52
H -1.22 -4.37 -4.21
H 6.03 -5.31 -1.13
H 5.48 2.64 -3.09